Entry 1:
# C6H12O

An isolated molecule of C6H12O in a non-equilibrium geometry (ωB97M-V/def2-TZVPD, the OMol25 dataset).

energy relative to the best compared isomer or geometry (same formula, charge and spin) = 104.2 kcal/mol
total charge = 0
2S+1 = 1

```
19
Properties=species:S:1:pos:R:3:lowdin_charge:R:1
C -0.640 0.265 -2.737 -0.1062
C 0.609 0.312 -1.870 -0.2339
C 0.396 -0.193 -0.462 -0.2295
C 0.451 -1.328 2.147 -0.0352
C 0.494 0.052 2.460 -0.2967
C -0.039 1.085 1.407 -0.1329
O -0.494 0.697 0.224 -0.1032
H -1.017 -0.762 -2.816 0.0755
H -1.434 0.889 -2.316 0.0737
H -0.425 0.622 -3.748 0.0699
H 1.398 -0.311 -2.310 0.1130
H 1.001 1.334 -1.806 0.1170
H -0.046 -1.197 -0.445 0.1235
H -0.464 -1.771 1.766 0.0617
H 1.360 -1.917 2.086 0.0564
H 1.409 0.411 2.936 0.1080
H -0.365 0.321 3.114 0.1196
H -0.662 1.905 1.781 0.1009
H 1.350 -0.210 0.067 0.1183
```

---

Entry 2:
# C6H12O

A structure of composition C6H12O in a non-equilibrium geometry (ωB97M-V/def2-TZVPD, the OMol25 dataset).

energy relative to the best compared isomer or geometry (same formula, charge and spin) = 90.5 kcal/mol
total charge = 0
2S+1 = 1

```
19
Properties=species:S:1:pos:R:3:lowdin_charge:R:1
C -0.454 -1.207 2.190 -0.0744
C 0.171 -2.052 1.380 -0.0730
C 0.900 -0.203 -0.977 -0.2707
C -0.018 -0.594 -1.855 -0.0178
C 0.797 0.959 -0.066 -0.1914
C -0.573 1.743 -0.144 -0.2808
O -0.883 2.534 -1.296 -0.0727
H 1.203 0.442 1.143 0.1931
H -0.704 -1.470 3.210 0.0500
H -0.947 -0.326 1.787 0.0309
H -0.046 -1.990 0.324 0.0271
H 0.736 -2.906 1.738 0.0537
H 1.911 -0.611 -1.002 0.1049
H 0.313 -1.161 -2.710 0.0542
H -1.081 -0.363 -1.768 0.0693
H 1.516 1.664 -0.570 0.1202
H -1.424 1.077 0.055 0.0987
H -0.499 2.475 0.654 0.1061
H -0.917 1.988 -2.093 0.0726
```

---

Entry 3:
# C6H12O

A structure of composition C6H12O (ωB97M-V/def2-TZVPD, the OMol25 dataset).

energy relative to the best compared isomer or geometry (same formula, charge and spin) = 122.1 kcal/mol
total charge = 0
2S+1 = 1

```
19
Properties=species:S:1:pos:R:3:lowdin_charge:R:1
C 2.398 0.301 0.728 -0.0961
C 1.616 -0.245 -0.465 -0.2430
C 0.375 0.522 -0.791 -0.0938
C -0.857 -0.152 -1.258 -0.1717
C -1.122 -0.300 0.205 -0.3722
C -2.505 -0.694 0.630 -0.1101
O -0.808 1.164 0.588 -0.0577
H 3.315 -0.277 0.880 0.0748
H 1.805 0.226 1.646 0.0712
H 2.683 1.349 0.576 0.0796
H 1.358 -1.294 -0.305 0.1153
H 2.253 -0.165 -1.363 0.1270
H 0.559 1.564 -1.063 0.1349
H -0.660 -1.111 -1.748 0.1294
H -1.520 0.482 -1.874 0.1170
H -3.297 -0.077 0.164 0.0717
H -2.631 -0.640 1.719 0.0630
H -2.684 -1.738 0.342 0.0738
H -0.279 1.083 1.390 0.0866
```

---

Entry 4:
# C6H12O

A cluster of 2 separate species, C6H12O in total in a non-equilibrium geometry (ωB97M-V/def2-TZVPD, the OMol25 dataset).

energy relative to the best compared isomer or geometry (same formula, charge and spin) = 42.4 kcal/mol
total charge = 0
structure (SMILES) = C=CCC(=C)C.O
2S+1 = 1

```
19
Properties=species:S:1:pos:R:3:lowdin_charge:R:1
C -1.573 -1.581 0.533 0.0021
C -1.668 -0.536 -0.255 -0.1628
C -0.800 -0.237 -1.470 -0.1810
C 0.588 -0.803 -1.567 -0.3735
C 1.597 0.034 -1.735 0.0301
C 0.833 -2.283 -1.572 -0.0745
H -0.798 -2.312 0.349 0.0317
H -2.129 -1.765 1.452 0.0585
H -2.408 0.242 -0.157 0.0907
H -0.745 0.839 -1.621 0.1033
H -1.361 -0.679 -2.308 0.1242
H 2.641 -0.225 -1.883 0.0608
H 1.460 1.123 -1.763 0.0643
H -0.026 -2.812 -1.988 0.0830
H 0.947 -2.692 -0.574 0.0669
H 1.709 -2.566 -2.146 0.0762
O 0.780 4.215 4.630 -0.0669
H 0.472 5.103 4.416 0.0299
H 0.738 4.187 5.599 0.0370
```

---

Entry 5:
# C6H12O

An isolated molecule of C6H12O in a non-equilibrium geometry (ωB97M-V/def2-TZVPD, the OMol25 dataset).

energy relative to the best compared isomer or geometry (same formula, charge and spin) = 64.4 kcal/mol
total charge = 0
structure (SMILES) = C[C@H]1CO[C@@H](C)C1
2S+1 = 1

```
19
Properties=species:S:1:pos:R:3:lowdin_charge:R:1
C -1.655 0.786 -0.375 -0.0722
C -1.052 -0.347 0.479 -0.3905
C -0.651 -1.475 -0.411 -0.1761
O 0.774 -1.280 -0.666 -0.0998
C 1.345 -0.295 0.256 -0.3446
C 1.962 0.815 -0.586 -0.0480
C 0.204 0.110 1.216 -0.0999
H -2.508 0.386 -0.935 0.0680
H -0.951 1.212 -1.105 0.0768
H -1.999 1.590 0.281 0.0792
H -1.889 -0.809 1.014 0.1410
H -0.756 -2.527 -0.260 0.0880
H -1.857 -1.503 -0.907 0.1778
H 2.166 -0.745 0.847 0.1409
H 2.748 0.401 -1.226 0.0814
H 2.414 1.609 0.019 0.0822
H 1.201 1.261 -1.228 0.0669
H 0.202 1.189 1.399 0.1146
H 0.302 -0.378 2.188 0.1142
```

---

Entry 6:
# C6H12O

A structure of composition C6H12O in a non-equilibrium geometry (ωB97M-V/def2-TZVPD, the OMol25 dataset).

energy relative to the best compared isomer or geometry (same formula, charge and spin) = 163.2 kcal/mol
total charge = 0
2S+1 = 1

```
19
Properties=species:S:1:pos:R:3:lowdin_charge:R:1
C -1.229 0.896 0.029 -0.2109
C 0.009 0.429 -0.654 -0.4641
C 1.322 0.540 0.129 -0.1113
C 2.089 -0.683 -0.371 -0.1179
O 1.058 -1.653 -0.731 -0.0336
C -0.093 -1.015 -0.790 -0.1562
C -1.519 -0.595 1.184 -0.0497
H -0.958 2.312 -0.939 0.1397
H -2.143 0.868 -0.552 0.0742
H -1.145 1.615 0.835 0.0767
H 0.109 0.980 -1.625 0.1150
H 1.129 0.462 1.204 0.1165
H 1.839 1.482 -0.071 0.1216
H 2.741 -1.162 0.360 0.1235
H 2.650 -0.480 -1.288 0.1267
H -0.910 -1.581 -1.224 0.1412
H -0.886 -0.398 2.054 0.0380
H -2.552 -0.346 1.445 0.0351
H -1.502 -1.677 1.011 0.0352
```

---

Entry 7:
# C6H12O

A cluster of 2 separate species, C6H12O in total (ωB97M-V/def2-TZVPD, the OMol25 dataset).

energy relative to the best compared isomer or geometry (same formula, charge and spin) = 49.7 kcal/mol
total charge = 0
structure (SMILES) = C=COC.C=CC
2S+1 = 1

```
19
Properties=species:S:1:pos:R:3:lowdin_charge:R:1
C -2.002 0.071 -1.497 0.0039
C -1.776 0.319 -0.207 -0.2601
O -0.945 1.238 0.335 -0.1498
C -0.200 2.009 -0.582 -0.1063
H -2.705 -0.709 -1.764 0.0510
H -1.513 0.602 -2.307 0.0471
H -2.275 -0.237 0.583 0.1188
H -0.862 2.590 -1.237 0.0951
H 0.442 1.366 -1.200 0.0910
H 0.418 2.686 0.010 0.0927
C 0.716 -2.005 -0.018 -0.0292
C 0.963 -1.464 1.171 -0.2487
C 1.841 -0.271 1.407 -0.1201
H 1.154 -1.601 -0.929 0.0582
H 0.058 -2.863 -0.133 0.0530
H 0.494 -1.897 2.056 0.0946
H 2.658 -0.511 2.098 0.0712
H 2.281 0.087 0.470 0.0704
H 1.264 0.549 1.850 0.0671
```

---

Entry 8:
# C6H12O

An isolated molecule of C6H12O (ωB97M-V/def2-TZVPD, the OMol25 dataset).

energy relative to the best compared isomer or geometry (same formula, charge and spin) = 46.8 kcal/mol
total charge = 0
structure (SMILES) = C[C@@H]1C[C@@H]1[C@@H](C)O
2S+1 = 1

```
19
Properties=species:S:1:pos:R:3:lowdin_charge:R:1
C -1.756 -0.930 0.397 -0.0680
C -1.270 0.575 0.247 -0.2617
C -1.126 0.876 -1.213 -0.0952
C 0.112 0.804 -0.354 -0.1965
C 1.069 -0.364 -0.112 -0.4080
C 2.474 0.086 0.233 -0.0579
O 0.663 -1.079 1.054 -0.0950
H -1.266 -1.564 -0.360 0.0862
H -2.820 -0.934 0.179 0.0739
H -1.594 -1.532 1.307 0.0800
H -1.636 1.382 0.890 0.1331
H -1.433 0.049 -1.842 0.1031
H -1.398 1.856 -1.603 0.1039
H 0.594 1.785 -0.261 0.1403
H 1.059 -1.059 -0.963 0.1464
H 2.994 0.597 -0.581 0.0805
H 3.023 -0.808 0.543 0.0813
H 2.401 0.741 1.112 0.0880
H 0.026 -0.484 1.475 0.0656
```